DFT (ωB97M-V/def2-TZVPD) results for a structure of composition C32H84BF4N6O10Pd at a distorted geometry.

Structure (ORCA input):
```
! RIJCOSX wB97M-V def2-TZVPD def2/J DEFGRID3
* xyz 2 4
Pd 2.331 -1.625 -2.471
B 0.156 -0.592 -0.238
F -1.136 -0.830 -0.652
F 0.688 -1.759 0.229
F 0.886 -0.227 -1.305
F 0.195 0.403 0.712
C 4.542 -3.471 0.487
C 4.579 -2.137 -0.263
O 3.289 -1.704 -0.458
H 5.501 -3.722 0.941
H 4.206 -4.282 -0.159
H 3.906 -3.471 1.372
H 5.157 -2.250 -1.180
H 5.107 -1.316 0.221
H 3.096 -1.350 0.414
C -4.022 1.166 -4.424
O -3.056 1.531 -3.445
C -3.570 1.963 -2.214
C -2.480 2.227 -1.202
N -1.669 3.390 -1.589
C -0.309 3.244 -1.061
C 0.694 4.242 -1.677
O 0.948 4.149 -3.098
C 1.995 4.894 -3.573
H -3.650 1.118 -5.447
H -4.889 1.827 -4.409
H -4.349 0.160 -4.162
H -4.321 1.254 -1.862
H -4.130 2.879 -2.402
H -1.861 1.331 -1.154
H -2.890 2.389 -0.205
H -1.533 3.318 -2.588
H 0.046 2.219 -1.167
H -0.390 3.420 0.012
H 1.593 3.975 -1.121
H 0.467 5.239 -1.300
H 2.193 4.847 -4.644
H 2.891 4.568 -3.044
H 1.820 5.954 -3.392
C -5.817 2.938 1.963
O -5.958 1.507 2.055
C -4.737 0.942 2.436
C -4.757 -0.573 2.823
N -4.960 -1.439 1.693
C -3.772 -1.453 0.762
C -4.033 -2.353 -0.436
O -5.067 -1.804 -1.274
C -5.136 -2.448 -2.548
H -5.522 3.410 2.900
H -6.751 3.463 1.760
H -5.116 3.170 1.162
H -4.386 1.589 3.240
H -4.031 1.117 1.624
H -5.629 -0.735 3.458
H -3.924 -0.852 3.468
H -5.751 -1.059 1.194
H -2.903 -1.801 1.321
H -3.599 -0.455 0.361
H -4.414 -3.325 -0.124
H -3.147 -2.582 -1.028
H -4.143 -2.640 -2.956
H -5.632 -1.951 -3.381
H -5.664 -3.384 -2.368
C -0.412 -4.305 1.140
O -0.976 -4.505 -0.163
C -0.205 -5.260 -1.080
C 0.990 -4.449 -1.666
N 0.665 -3.069 -2.135
C -0.187 -3.134 -3.343
C -0.487 -1.671 -3.817
O 0.705 -0.915 -3.854
C 0.495 0.469 -4.219
H -0.597 -5.250 1.651
H -1.075 -3.544 1.552
H 0.636 -4.020 1.240
H -0.905 -5.434 -1.897
H 0.046 -6.241 -0.675
H 1.571 -5.072 -2.346
H 1.642 -4.340 -0.800
H 0.009 -2.874 -1.393
H -1.197 -3.490 -3.143
H 0.257 -3.651 -4.194
H -1.197 -1.214 -3.128
H -0.941 -1.627 -4.807
H 1.395 1.033 -4.468
H -0.017 1.000 -3.417
H -0.165 0.595 -5.077
C 5.660 -0.875 -5.145
C 4.710 -0.921 -3.961
C 4.342 0.505 -3.462
O 3.430 0.388 -2.360
C 3.474 1.429 -1.388
N 3.421 -1.485 -4.394
H 6.060 -1.862 -5.376
H 6.532 -0.228 -5.052
H 5.165 -0.514 -6.047
H 5.247 -1.451 -3.174
H 3.974 1.147 -4.263
H 5.270 1.005 -3.185
H 3.240 2.381 -1.864
H 4.439 1.533 -0.892
H 2.577 1.259 -0.792
H 3.850 -2.340 -4.720
H 3.228 -1.081 -5.299
C -2.689 2.216 7.598
C -2.554 0.987 6.648
C -1.787 1.282 5.333
O -1.892 0.168 4.554
C -1.195 0.204 3.295
N -1.744 -0.001 7.344
H -3.150 3.071 7.105
H -1.734 2.679 7.849
H -3.174 1.916 8.528
H -3.551 0.621 6.402
H -0.779 1.676 5.461
H -2.340 2.118 4.903
H -1.222 -0.792 2.853
H -0.135 0.440 3.389
H -1.591 0.864 2.523
H -1.600 -0.698 6.627
H -0.803 0.347 7.457
C 2.006 2.074 2.392
C 3.186 1.025 2.303
C 4.017 0.884 3.649
O 4.425 2.194 3.998
C 5.269 2.151 5.101
N 2.735 -0.327 1.973
H 1.342 1.930 3.245
H 1.487 2.081 1.434
H 2.490 3.050 2.429
H 3.846 1.399 1.519
H 4.868 0.205 3.591
H 3.419 0.389 4.414
H 6.271 1.726 5.044
H 4.904 1.708 6.027
H 5.422 3.209 5.315
H 2.610 -0.745 2.884
H 1.788 -0.227 1.635
*
```

Gap between HOMO and LUMO (spin up / spin down) (eV): 8.5 / 3.6
E_HOMO (spin up / spin down) (eV): -12.55 / -12.55
M (g mol⁻¹): 906.28
Total energy (eV): -78970.5961

Atomic partial charges in e from the Löwdin method, atoms 1 to 5: number 1, Pd, carries 1.231; number 2, B, carries -1.497; number 3, F, carries 0.162; number 4, F, carries 0.156; number 5, F, carries 0.150

***

DFT (ωB97M-V/def2-TZVPD) results for a cluster of 8 separate species, C32H85N5O14 in total at a distorted geometry.

Structure (ORCA input):
```
! RIJCOSX wB97M-V def2-TZVPD def2/J DEFGRID3
* xyz 0 1
C 8.082 3.937 -5.201
O 6.841 3.338 -5.146
C 6.669 2.575 -3.951
C 5.403 1.776 -4.050
N 5.163 1.078 -2.809
C 3.807 0.536 -2.795
C 3.464 -0.182 -1.514
O 4.460 -1.106 -1.170
C 4.190 -1.741 0.044
H 8.913 3.216 -5.311
H 8.317 4.496 -4.280
H 8.114 4.597 -6.064
H 6.603 3.278 -3.105
H 7.521 1.892 -3.830
H 5.462 1.048 -4.866
H 4.568 2.443 -4.335
H 5.262 1.750 -2.052
H 3.674 -0.103 -3.662
H 3.070 1.356 -2.855
H 2.533 -0.734 -1.737
H 3.235 0.502 -0.683
H 4.203 -1.032 0.890
H 4.970 -2.480 0.238
H 3.234 -2.289 0.075
C 0.334 -0.874 -3.845
O 1.245 0.042 -4.449
C 0.642 0.896 -5.397
C 1.737 1.519 -6.220
N 2.170 0.599 -7.257
C 3.346 1.081 -7.973
C 4.118 -0.062 -8.541
O 4.301 -1.042 -7.549
C 5.234 -2.028 -7.901
H 0.304 -0.670 -2.772
H 0.574 -1.907 -4.102
H -0.694 -0.713 -4.197
H 0.039 1.657 -4.884
H -0.026 0.322 -6.049
H 2.602 1.770 -5.588
H 1.382 2.440 -6.691
H 2.443 -0.287 -6.839
H 4.020 1.721 -7.378
H 2.976 1.700 -8.799
H 5.065 0.306 -8.968
H 3.583 -0.482 -9.412
H 5.432 -2.650 -7.031
H 6.187 -1.581 -8.224
H 4.881 -2.675 -8.718
C 2.719 -6.353 7.762
O 1.673 -5.612 7.188
C 1.987 -5.196 5.893
C 0.743 -4.643 5.223
N 0.352 -3.291 5.659
C 1.304 -2.263 5.237
C 0.837 -0.862 5.532
O 0.629 -0.776 6.911
C 0.431 0.556 7.339
H 2.869 -7.274 7.188
H 2.401 -6.667 8.755
H 3.603 -5.718 7.850
H 2.363 -6.062 5.298
H 2.901 -4.577 5.836
H -0.075 -5.306 5.510
H 0.860 -4.648 4.139
H 0.301 -3.273 6.676
H 1.485 -2.403 4.166
H 2.300 -2.341 5.705
H -0.095 -0.614 5.004
H 1.641 -0.181 5.226
H -0.508 0.978 6.951
H 1.270 1.205 7.056
H 0.362 0.545 8.426
C -10.642 -0.742 -3.035
O -9.867 -0.494 -1.886
C -9.896 0.839 -1.477
C -9.029 0.973 -0.254
N -7.621 0.759 -0.577
C -6.833 0.589 0.623
C -5.429 0.248 0.318
O -5.378 -1.053 -0.228
C -4.128 -1.648 -0.074
H -10.910 0.162 -3.593
H -11.582 -1.231 -2.741
H -10.134 -1.407 -3.736
H -10.903 1.164 -1.150
H -9.634 1.493 -2.315
H -9.446 0.262 0.472
H -9.179 1.996 0.102
H -7.618 -0.131 -1.077
H -7.186 -0.155 1.359
H -6.812 1.522 1.201
H -4.788 0.343 1.214
H -4.958 0.981 -0.360
H -3.312 -1.201 -0.669
H -4.176 -2.681 -0.424
H -3.794 -1.618 0.972
C 1.862 3.340 5.781
O 1.714 2.503 4.673
C 0.432 2.594 4.076
C 0.495 1.797 2.775
N -0.768 1.733 2.054
C -1.238 3.002 1.532
C -2.417 2.767 0.616
O -2.903 4.003 0.154
C -4.071 3.846 -0.638
H 1.000 3.252 6.465
H 1.909 4.413 5.540
H 2.771 3.050 6.301
H 0.190 3.655 3.923
H -0.353 2.171 4.726
H 0.766 0.785 3.077
H 1.251 2.232 2.121
H -1.451 1.220 2.613
H -0.444 3.498 0.965
H -1.569 3.685 2.328
H -3.208 2.269 1.217
H -2.225 2.062 -0.205
H -3.891 3.203 -1.509
H -4.343 4.841 -0.986
H -4.888 3.415 -0.045
O -0.740 -0.052 -0.144
C 0.110 -1.089 0.345
C -0.644 -1.967 1.336
O -0.107 -1.781 2.693
H -0.776 0.629 0.565
H 0.412 -1.666 -0.536
H 1.029 -0.631 0.722
H -0.582 -3.042 1.108
H -1.701 -1.709 1.395
H -0.827 -1.916 3.320
O -2.705 0.292 3.621
H -2.702 0.526 4.556
H -2.491 -0.665 3.618
O -1.902 -2.244 4.304
H -1.115 -2.615 4.787
H -2.636 -2.833 4.514
*
```

Gap between HOMO and LUMO (eV): 8.7
Energy relative to the best compared isomer or geometry (same formula, charge and spin) (kJ/mol): 13.1
Structure (SMILES): COCCNCCOC.COCCNCCOC.COCCNCCOC.COCCNCCOC.COCCNCCOC.OCCO.O.O
E_HOMO (eV): -8.38
M (g mol⁻¹): 764.05
Total energy (eV): -70671.0403

Atomic partial charges in e from the Löwdin method, atoms 1 to 5: number 1, C, carries -0.156; number 2, O, carries -0.187; number 3, C, carries -0.220; number 4, C, carries -0.242; number 5, N, carries -0.054